Density functional theory data (ωB97M-V/def2-TZVPD) for C2H4F2N2O2 in the gas phase in a non-equilibrium geometry.

Output
**Gap between HOMO and LUMO**: 0.42769 hartree
**SMILES**: NC(=O)OCN(F)F
**HOMO energy**: -10.95 eV
**LUMO**: 0.690 eV
**Calculated total energy**: -14645.397 eV
**Energy above the lowest of the compared OMol25 structures with the same formula, charge and spin**: 270.5 kJ/mol

```
! RIJCOSX wB97M-V def2-TZVPD def2/J DEFGRID3
* xyz 0 1
C -0.42 -0.59 -0.41
C 1.63 -0.13 0.63
N -1.44 0.02 -0.98
N 2.64 -0.19 -0.52
O -0.22 -1.73 -0.17
O 0.47 0.40 0.03
F 3.14 1.10 -0.73
F 3.73 -0.83 0.10
H 1.85 0.55 1.40
H 1.34 -1.11 0.74
H -2.05 -0.50 -1.68
H -1.46 0.96 -1.14
*
```

***

Density functional theory data (ωB97M-V/def2-TZVPD) for 2 unconnected molecules or ions with the total composition CHBrOS2 in a non-equilibrium geometry.

Output
**Gap between HOMO and LUMO (alpha / beta)**: 0.29354 / 0.25949 hartree
**HOMO energy (alpha / beta)**: -8.71 / -8.80 eV
**LUMO (alpha / beta)**: -0.721 / -1.734 eV
**Calculated total energy**: -94811.196 eV
**Energy above the lowest of the compared OMol25 structures with the same formula, charge and spin**: 239.4 kJ/mol

```
! RIJCOSX wB97M-V def2-TZVPD def2/J DEFGRID3
* xyz 0 1
C 1.36 -0.26 0.02
O 0.77 -0.77 -0.86
S -0.42 1.92 0.33
S -1.52 0.76 -0.79
Br -2.25 -0.85 0.57
H 2.06 -0.81 0.74
*
```

***

Density functional theory data (ωB97M-V/def2-TZVPD) for 4 unconnected molecules or ions with the total composition C16H30BBr6ClO in a non-equilibrium geometry.

Output
**Gap between HOMO and LUMO**: 0.32531 hartree
**SMILES**: C#CB(CCCCOC)[C@@H](Cl)CC.BrCCBr.BrCCBr.BrCCBr
**HOMO energy**: -9.03 eV
**LUMO**: -0.175 eV
**Calculated total energy**: -452572.148 eV

```
! RIJCOSX wB97M-V def2-TZVPD def2/J DEFGRID3
* xyz 0 1
C -0.48 0.74 0.93
C 0.34 0.27 -0.14
B 1.75 -0.19 -0.92
C 2.35 -1.71 -0.65
C 2.28 -2.67 -1.98
C 2.88 -4.15 -1.50
C 4.54 -4.04 -1.35
O 4.99 -3.97 0.05
C 5.94 -2.87 0.29
C 2.48 0.94 -1.88
Cl 1.50 1.43 -3.38
C 2.84 2.22 -0.87
C 1.72 3.45 -0.99
H -1.13 1.11 1.86
H 3.50 -1.57 -0.37
H 1.83 -2.21 0.29
H 2.89 -2.21 -2.90
H 1.14 -2.80 -2.29
H 2.66 -4.94 -2.36
H 2.35 -4.48 -0.51
H 4.86 -3.13 -2.02
H 4.95 -5.07 -1.79
H 5.37 -2.03 0.91
H 6.39 -2.38 -0.67
H 6.87 -3.22 0.95
H 3.50 0.47 -2.27
H 3.95 2.58 -1.01
H 2.73 1.82 0.25
H 1.76 3.96 -2.04
H 0.66 2.99 -0.72
H 2.01 4.22 -0.13
Br -1.20 -2.64 1.82
C -2.80 -3.02 2.87
C -3.71 -1.82 2.94
Br -3.03 -0.50 4.21
H -2.47 -3.38 3.85
H -3.30 -3.84 2.34
H -4.69 -2.10 3.33
H -3.83 -1.30 1.99
Br 1.64 7.01 -0.39
C 0.40 7.70 -1.72
C -0.15 6.59 -2.59
Br 1.16 6.02 -3.91
H 0.93 8.47 -2.28
H -0.41 8.17 -1.14
H -1.00 6.95 -3.17
H -0.44 5.70 -2.02
Br -7.90 -3.04 4.01
C -8.43 -1.26 3.39
C -8.46 -1.20 1.88
Br -6.66 -1.07 1.14
H -7.73 -0.55 3.84
H -9.43 -1.10 3.81
H -8.97 -0.29 1.55
H -8.94 -2.07 1.42
*
```

***

Density functional theory data (ωB97M-V/def2-TZVPD) for a molecular structure, C42H32Br2N3O2OsP.

Output
**Gap between HOMO and LUMO**: 0.19798 hartree
**HOMO energy**: -12.80 eV
**LUMO**: -7.410 eV
**Calculated total energy**: -204466.406 eV
**Energy above the lowest of the compared OMol25 structures with the same formula, charge and spin**: 85.8 kJ/mol

```
! RIJCOSX wB97M-V def2-TZVPD def2/J DEFGRID3
* xyz 2 1
Os -0.65 0.20 -0.76
O -4.17 5.46 0.81
C -3.40 4.40 0.58
C -3.83 3.08 0.69
C -2.94 2.07 0.41
N -1.66 2.26 0.02
C -1.28 3.53 -0.04
Br 0.53 3.91 -0.46
C -2.08 4.62 0.22
H -5.07 5.21 1.05
H -4.84 2.83 1.00
H -3.25 1.04 0.51
H -1.69 5.63 0.15
O 0.02 -1.70 -2.80
C 0.05 -1.50 -1.60
C 0.60 -2.59 -0.70
C 1.31 -3.68 -1.19
C 1.79 -4.64 -0.32
C 1.55 -4.53 1.05
C 0.84 -3.45 1.56
C 0.36 -2.49 0.67
P -0.54 -0.98 1.08
C 0.77 -0.09 2.05
C 1.45 0.94 1.26
C 2.61 1.60 1.86
C 2.90 1.40 3.18
C 2.15 0.48 3.92
C 1.08 -0.25 3.38
C -1.80 -1.36 2.31
C -2.34 -0.31 3.05
C -3.40 -0.54 3.92
C -3.93 -1.82 4.04
C -3.41 -2.86 3.30
C -2.34 -2.64 2.43
H 1.47 -3.76 -2.26
H 2.35 -5.49 -0.69
H 1.93 -5.29 1.73
H 0.64 -3.38 2.62
H 0.71 1.77 1.53
H 3.13 2.35 1.28
H 3.70 1.95 3.65
H 2.40 0.33 4.96
H 0.53 -0.95 3.99
H -1.94 0.70 2.95
H -3.81 0.28 4.50
H -4.76 -1.99 4.71
H -3.82 -3.86 3.39
H -1.94 -3.46 1.85
N 1.27 0.76 -0.17
C 2.25 0.82 -1.02
C 3.67 0.80 -0.62
C 4.13 -0.24 0.19
C 5.46 -0.27 0.59
C 6.32 0.74 0.19
C 5.87 1.77 -0.63
C 4.55 1.79 -1.05
C 1.89 0.84 -2.44
C 2.79 0.41 -3.41
C 2.44 0.39 -4.74
C 1.18 0.83 -5.14
C 0.27 1.27 -4.19
C 0.61 1.26 -2.85
H 3.45 -1.04 0.48
H 5.82 -1.09 1.20
H 7.36 0.71 0.50
H 6.56 2.54 -0.95
H 4.20 2.58 -1.70
H 3.78 0.07 -3.10
H 3.14 0.04 -5.48
H 0.91 0.83 -6.19
H -0.70 1.64 -4.50
H -0.10 1.73 -2.14
Br -5.95 -2.22 -0.15
C -4.67 -1.48 -1.32
C -4.88 -1.44 -2.69
C -3.87 -0.90 -3.47
C -2.72 -0.42 -2.87
N -2.53 -0.45 -1.55
C -3.49 -0.99 -0.79
H -5.79 -1.82 -3.12
H -3.98 -0.85 -4.55
H -1.90 -0.04 -3.47
H -3.32 -1.04 0.28
*
```

***

Density functional theory data (ωB97M-V/def2-TZVPD) for C5H9P in the gas phase in a non-equilibrium geometry.

Output
**Gap between HOMO and LUMO (alpha / beta)**: 0.30089 / 0.29587 hartree
**HOMO energy (alpha / beta)**: -7.86 / -7.63 eV
**LUMO (alpha / beta)**: 0.323 / 0.421 eV
**Calculated total energy**: -14615.496 eV
**Energy above the lowest of the compared OMol25 structures with the same formula, charge and spin**: 272.4 kJ/mol

```
! RIJCOSX wB97M-V def2-TZVPD def2/J DEFGRID3
* xyz 0 1
C 0.37 -1.26 -0.21
C 0.70 -0.02 -0.05
C -2.11 -1.10 0.26
C -0.32 1.07 0.24
C 2.13 0.49 -0.03
P -2.08 0.61 -0.15
H 0.78 -2.23 -0.37
H -2.61 -1.79 -0.40
H -2.10 -1.38 1.31
H -0.25 1.32 1.30
H -0.09 1.99 -0.31
H 2.16 1.55 0.23
H 2.60 0.36 -1.01
H 2.70 -0.07 0.71
H -1.89 0.45 -1.52
*
```

***

Density functional theory data (ωB97M-V/def2-TZVPD) for C6H5NO in the gas phase in a non-equilibrium geometry.

Output
**Gap between HOMO and LUMO**: 0.30163 hartree
**SMILES**: C=C/C=C\C(=O)C#N
**HOMO energy**: -10.01 eV
**LUMO**: -1.799 eV
**Calculated total energy**: -9835.034 eV
**Energy above the lowest of the compared OMol25 structures with the same formula, charge and spin**: 402.7 kJ/mol

```
! RIJCOSX wB97M-V def2-TZVPD def2/J DEFGRID3
* xyz 0 1
C -1.88 0.88 0.83
C -1.53 0.12 -0.37
C -0.56 -0.93 -0.52
C 0.80 -1.25 -0.26
C 1.78 -0.34 0.24
C 1.71 1.26 -0.11
H -2.55 1.63 1.10
H -0.86 0.68 1.54
H -2.23 0.23 -1.07
H -1.03 -1.88 -1.01
H 1.45 -2.12 -0.26
N 1.86 2.27 -0.66
O 3.04 -0.55 0.54
*
```

***

Density functional theory data (ωB97M-V/def2-TZVPD) for C5H7NO in the gas phase.

Output
**Gap between HOMO and LUMO**: 0.31498 hartree
**SMILES**: Cn1cccc1O
**HOMO energy**: -7.77 eV
**LUMO**: 0.802 eV
**Calculated total energy**: -8835.515 eV
**Energy above the lowest of the compared OMol25 structures with the same formula, charge and spin**: 66.4 kJ/mol

```
! RIJCOSX wB97M-V def2-TZVPD def2/J DEFGRID3
* xyz 0 1
C -0.17 1.88 0.29
N -0.14 0.48 -0.07
C -0.95 -0.14 -1.00
C -0.71 -1.49 -0.96
C 0.29 -1.71 0.03
C 0.61 -0.48 0.54
O 1.51 -0.11 1.49
H 0.79 2.37 0.11
H -0.43 2.00 1.35
H -0.94 2.36 -0.31
H -1.63 0.44 -1.60
H -1.21 -2.24 -1.54
H 0.72 -2.66 0.33
H 2.27 -0.69 1.33
*
```

***

Density functional theory data (ωB97M-V/def2-TZVPD) for C4H8O in the gas phase in a non-equilibrium geometry.

Output
**Gap between HOMO and LUMO**: 0.38064 hartree
**SMILES**: OCC1CC1
**HOMO energy**: -9.31 eV
**LUMO**: 1.043 eV
**Calculated total energy**: -6322.524 eV
**Energy above the lowest of the compared OMol25 structures with the same formula, charge and spin**: 255.1 kJ/mol

```
! RIJCOSX wB97M-V def2-TZVPD def2/J DEFGRID3
* xyz 0 1
O 0.06 2.03 0.08
C -0.58 1.13 -0.80
C 0.39 -0.12 -0.47
C -0.15 -1.43 -0.06
C 0.70 -0.75 0.97
H -0.25 1.79 0.95
H -0.74 1.82 -1.72
H -1.67 0.92 -0.59
H 1.33 -0.05 -1.01
H -1.22 -1.39 0.17
H 0.16 -2.31 -0.60
H 0.25 -0.44 1.92
H 1.70 -1.19 1.15
*
```

***

Density functional theory data (ωB97M-V/def2-TZVPD) for a molecular structure, C8H20InN3O8P in a non-equilibrium geometry.

Output
**Gap between HOMO and LUMO**: 0.21341 hartree
**HOMO energy**: -3.30 eV
**LUMO**: 2.503 eV
**Calculated total energy**: -43933.795 eV

```
! RIJCOSX wB97M-V def2-TZVPD def2/J DEFGRID3
* xyz -1 1
N -2.24 -3.43 -2.62
C -0.81 -3.16 -2.48
N -0.51 -3.15 -1.04
N -0.05 -4.23 -3.16
C -0.48 -1.83 -3.20
In 0.16 -0.11 -1.89
P -0.87 -0.12 0.43
O -2.49 -0.64 0.36
O 0.01 -1.16 1.44
H -2.47 -4.24 -2.06
H -2.41 -3.68 -3.59
H -1.31 -3.34 -0.47
H 0.25 -3.77 -0.82
H -0.23 -5.12 -2.69
H 0.95 -4.06 -3.06
H -1.30 -1.55 -3.86
H 0.36 -2.05 -3.86
H -0.37 1.42 -2.67
H 1.93 -0.05 -1.72
H -2.66 -1.23 -0.38
H 0.55 -1.73 0.89
C -2.61 0.76 3.58
C -2.68 2.13 2.96
O -3.56 2.82 3.87
C -3.51 2.20 5.07
O -3.99 2.62 6.07
O -2.84 1.03 4.98
H -1.65 0.27 3.43
H -3.40 0.10 3.22
H -1.71 2.62 2.95
H -3.08 2.12 1.96
C 4.85 3.80 0.19
C 4.96 2.61 -0.75
O 3.79 1.86 -0.43
C 2.88 2.70 0.11
O 1.75 2.43 0.34
O 3.44 3.91 0.37
H 5.26 4.71 -0.23
H 5.32 3.60 1.15
H 4.90 2.91 -1.80
H 5.85 2.02 -0.59
*
```

***

Density functional theory data (ωB97M-V/def2-TZVPD) for a molecular structure, C4H9NO2 in a non-equilibrium geometry.

Output
**Gap between HOMO and LUMO**: 0.38224 hartree
**HOMO energy**: -9.79 eV
**LUMO**: 0.610 eV
**Calculated total energy**: -9873.219 eV
**Energy above the lowest of the compared OMol25 structures with the same formula, charge and spin**: 660.1 kJ/mol

```
! RIJCOSX wB97M-V def2-TZVPD def2/J DEFGRID3
* xyz 0 1
C -1.16 -0.55 -1.28
C -0.01 -1.03 -0.54
C 0.78 0.11 0.19
C -0.18 0.89 1.10
H -1.33 -1.49 -1.84
H -1.01 0.30 -2.31
H -2.18 0.03 -0.71
H 0.78 -1.44 -0.95
H -0.38 -1.75 0.62
H 0.85 0.98 -0.97
H 1.77 0.09 1.46
H 2.64 -0.25 0.12
H -1.35 2.17 1.37
N 1.90 -0.50 0.82
O -0.90 1.78 0.56
O -0.22 0.67 2.38
*
```

***

Density functional theory data (ωB97M-V/def2-TZVPD) for a molecular structure, C36H50N11O2Zr in a non-equilibrium geometry.

Output
**Gap between HOMO and LUMO**: 0.25652 hartree
**HOMO energy**: -15.98 eV
**LUMO**: -8.996 eV
**Calculated total energy**: -59887.936 eV
**Energy above the lowest of the compared OMol25 structures with the same formula, charge and spin**: 140.8 kJ/mol

```
! RIJCOSX wB97M-V def2-TZVPD def2/J DEFGRID3
* xyz 3 1
Zr -3.54 -18.71 10.42
C -8.05 -20.32 16.06
C -7.39 -19.99 14.78
C -7.98 -20.23 13.56
C -7.34 -19.81 12.35
C -7.74 -20.34 11.07
N -8.98 -20.45 10.65
C -10.17 -19.66 11.08
C -9.98 -18.16 10.95
C -10.06 -17.63 9.51
N -8.85 -17.80 8.71
C -7.61 -17.38 9.00
C -7.06 -16.60 9.99
C -7.81 -15.71 10.79
C -7.26 -14.80 11.65
C -8.08 -13.84 12.43
C -5.87 -14.82 11.75
C -5.09 -15.70 11.04
C -3.66 -15.60 11.31
N -2.82 -16.59 11.20
C -1.47 -16.31 11.82
C -1.29 -17.03 13.12
C -1.65 -18.54 13.13
N -3.10 -18.75 12.73
C -3.98 -18.90 13.65
C -5.42 -19.22 13.65
C -6.06 -19.51 14.79
C -6.03 -19.26 12.39
O -5.41 -18.99 11.32
C -5.61 -16.57 10.09
O -4.86 -17.38 9.41
H -9.02 -20.65 15.80
H -8.13 -19.44 16.73
H -7.58 -21.10 16.61
H -8.88 -20.81 13.51
H -7.00 -20.75 10.39
H -9.10 -21.03 9.78
H -10.41 -20.06 12.06
H -10.93 -20.04 10.38
H -9.10 -17.83 11.47
H -10.74 -17.59 11.48
H -10.28 -16.61 9.44
H -10.81 -18.25 8.98
H -8.97 -18.32 7.82
H -6.91 -17.68 8.24
H -8.89 -15.69 10.64
H -8.55 -14.39 13.28
H -8.78 -13.35 11.74
H -7.48 -12.94 12.76
H -5.40 -14.21 12.47
H -3.31 -14.66 11.65
H -1.25 -15.27 11.92
H -0.73 -16.68 11.09
H -1.91 -16.58 13.87
H -0.23 -16.84 13.46
H -1.53 -18.98 14.11
H -1.10 -19.15 12.32
H -3.64 -18.76 14.68
H -5.58 -19.39 15.73
N -2.64 -20.86 10.76
C -1.68 -21.47 10.80
N -0.70 -22.31 10.92
C 0.21 -22.64 9.81
C 1.56 -21.90 10.03
C 2.20 -22.17 11.42
C 1.20 -22.90 12.32
C -0.13 -22.25 12.33
H -0.29 -22.29 8.88
H 0.39 -23.73 9.85
H 1.29 -20.81 10.06
H 2.27 -22.12 9.21
H 2.43 -21.14 11.84
H 3.07 -22.76 11.25
H 1.54 -22.80 13.30
H 1.08 -23.94 12.13
H -0.01 -21.20 12.57
H -0.85 -22.81 12.99
C -3.81 -18.78 6.77
C -4.16 -20.19 7.22
C -2.93 -21.11 7.18
C -5.22 -20.81 6.33
N -4.72 -20.13 8.65
N -5.17 -21.41 9.21
H -4.70 -18.16 6.67
H -3.36 -18.88 5.76
H -3.00 -18.29 7.38
H -2.58 -21.19 6.09
H -3.18 -22.05 7.54
H -2.10 -20.76 7.83
H -4.82 -21.18 5.39
H -6.01 -20.15 6.07
H -5.58 -21.73 6.83
H -5.54 -19.58 8.52
H -4.48 -21.82 9.89
H -5.15 -22.10 8.42
N 2.82 -18.65 9.31
C 1.73 -18.56 8.93
N 0.51 -18.45 8.36
C -0.56 -18.55 8.94
N -1.67 -18.51 9.41
*
```

***

- Look up the calculated total energy of the seventh one.
  -8835.515 eV

***

Repeat the fifth record exactly.
Density functional theory data (ωB97M-V/def2-TZVPD) for C5H9P in the gas phase in a non-equilibrium geometry.

Output
**Gap between HOMO and LUMO (alpha / beta)**: 0.30089 / 0.29587 hartree
**HOMO energy (alpha / beta)**: -7.86 / -7.63 eV
**LUMO (alpha / beta)**: 0.323 / 0.421 eV
**Calculated total energy**: -14615.496 eV
**Energy above the lowest of the compared OMol25 structures with the same formula, charge and spin**: 272.4 kJ/mol

```
! RIJCOSX wB97M-V def2-TZVPD def2/J DEFGRID3
* xyz 0 1
C 0.37 -1.26 -0.21
C 0.70 -0.02 -0.05
C -2.11 -1.10 0.26
C -0.32 1.07 0.24
C 2.13 0.49 -0.03
P -2.08 0.61 -0.15
H 0.78 -2.23 -0.37
H -2.61 -1.79 -0.40
H -2.10 -1.38 1.31
H -0.25 1.32 1.30
H -0.09 1.99 -0.31
H 2.16 1.55 0.23
H 2.60 0.36 -1.01
H 2.70 -0.07 0.71
H -1.89 0.45 -1.52
*
```

***

- Which of these has the highest calculated total energy?
  C4H8O

***

- What is the formula in the sixth record?
  C6H5NO